ORCA calculation (ωB97M-V/def2-TZVPD) on a 17-piece molecular cluster, C70H158Cl10N6O12 overall in a non-equilibrium geometry.

Properties
Kohn-Sham gap   0.31795 hartree
LUMO   0.491 eV

Element x y z (Å)
C (-23.1853, 6.7494, -2.9170)
C (-24.2010, 5.7213, -3.3895)
N (-24.2912, 5.5817, -4.8476)
C (-25.4530, 4.8119, -5.2312)
C (-26.7566, 5.6084, -5.0673)
C (-23.0514, 4.9939, -5.4106)
C (-22.6641, 5.5258, -6.8125)
H (-23.1450, 7.5854, -3.6077)
H (-22.1543, 6.4145, -2.8484)
H (-23.4835, 7.2196, -1.9779)
H (-24.1326, 4.7728, -2.8267)
H (-25.1881, 6.1666, -3.1240)
H (-25.3189, 4.5892, -6.3059)
H (-25.5504, 3.8650, -4.6714)
H (-27.4444, 5.3952, -5.9146)
H (-27.3460, 5.3835, -4.1420)
H (-26.5575, 6.6957, -4.9624)
H (-23.0759, 3.8898, -5.4217)
H (-22.2555, 5.3250, -4.7471)
H (-23.4005, 5.3338, -7.5880)
H (-21.7895, 5.0218, -7.1836)
H (-22.4979, 6.5954, -6.7942)
C (-33.8186, 5.3841, -2.6019)
C (-33.8466, 3.9438, -3.0907)
N (-32.9606, 3.5488, -4.1598)
C (-33.3662, 4.1800, -5.3837)
C (-34.7446, 3.7961, -5.8733)
C (-31.5982, 3.8474, -3.7888)
C (-31.0750, 2.9836, -2.6739)
H (-34.6229, 5.6439, -1.9059)
H (-33.9501, 6.1030, -3.4114)
H (-32.8537, 5.5876, -2.1633)
H (-33.5992, 3.2979, -2.2546)
H (-34.8728, 3.6323, -3.3124)
H (-33.3936, 5.2974, -5.3332)
H (-32.6568, 3.9400, -6.2155)
H (-34.8128, 3.9254, -6.9590)
H (-34.9031, 2.7041, -5.7369)
H (-35.6037, 4.2779, -5.4586)
H (-31.4430, 4.9248, -3.6130)
H (-31.0261, 3.5517, -4.6752)
H (-30.0155, 2.9282, -2.6295)
H (-31.4751, 1.9881, -2.7367)
H (-31.4079, 3.3443, -1.6781)
C (-28.7066, 5.4472, 1.8111)
C (-27.7922, 6.4930, 1.1449)
N (-28.2807, 7.0092, -0.0901)
C (-28.0695, 6.0986, -1.2208)
C (-29.2580, 6.1491, -2.1957)
C (-27.8128, 8.3477, -0.4473)
C (-28.4313, 9.4134, 0.5280)
H (-29.6868, 5.9191, 2.0001)
H (-28.2662, 5.2068, 2.7898)
H (-28.8685, 4.4971, 1.3105)
H (-27.8085, 7.3528, 1.7756)
H (-26.7421, 6.1612, 1.0626)
H (-27.0773, 6.2818, -1.6251)
H (-28.0172, 5.0747, -0.7761)
H (-29.4170, 7.1295, -2.6390)
H (-29.1681, 5.3656, -2.9326)
H (-30.1363, 5.9673, -1.5917)
H (-28.1386, 8.5627, -1.4992)
H (-26.7148, 8.3826, -0.4102)
H (-28.1320, 9.3070, 1.5852)
H (-29.5237, 9.4079, 0.5186)
H (-28.1747, 10.4615, 0.2931)
C (-36.2970, 7.1487, 0.1707)
C (-37.7723, 7.2720, -0.2225)
N (-38.7186, 7.5171, 0.8315)
C (-38.9800, 6.4080, 1.6620)
C (-40.4128, 6.4572, 2.1921)
C (-38.3086, 8.6500, 1.6408)
C (-38.0350, 9.9465, 0.8121)
H (-36.0476, 6.3276, 0.8317)
H (-36.0012, 8.0844, 0.6802)
H (-35.7110, 6.9984, -0.7613)
H (-37.8732, 8.0773, -0.9508)
H (-37.9772, 6.3496, -0.7184)
H (-38.2429, 6.3333, 2.5024)
H (-38.9012, 5.4513, 1.0941)
H (-40.6411, 5.5787, 2.7890)
H (-41.0830, 6.4651, 1.3039)
H (-40.6795, 7.3318, 2.7416)
H (-39.1060, 8.8961, 2.3516)
H (-37.3962, 8.3777, 2.1980)
H (-37.2081, 9.7726, 0.1288)
H (-38.8945, 10.2254, 0.2347)
H (-37.6507, 10.7893, 1.4175)
C (-40.4189, 8.9144, -6.9278)
C (-40.2419, 8.1457, -5.6805)
N (-38.8610, 7.8491, -5.3318)
C (-38.0371, 9.0814, -5.2149)
C (-38.3686, 9.9369, -3.9848)
C (-38.7336, 6.9122, -4.2226)
C (-37.2827, 6.5341, -3.9707)
H (-39.9315, 8.4381, -7.7764)
H (-40.1132, 9.9536, -6.8284)
H (-41.4742, 8.8849, -7.2054)
H (-40.7569, 8.6467, -4.8582)
H (-40.7325, 7.1733, -5.7535)
H (-36.9820, 8.7349, -5.1599)
H (-38.0210, 9.6634, -6.1174)
H (-39.3682, 10.3586, -4.0815)
H (-38.2920, 9.3701, -3.0491)
H (-37.6527, 10.7791, -3.9938)
H (-39.3169, 6.0130, -4.5107)
H (-39.1604, 7.2269, -3.2319)
H (-36.6413, 6.3704, -4.9185)
H (-37.2506, 5.6505, -3.3538)
H (-36.7761, 7.2958, -3.3801)
C (-27.6462, 8.6614, -10.4315)
C (-28.3631, 8.1560, -9.1692)
N (-27.5678, 7.8930, -7.9655)
C (-27.0980, 9.0998, -7.3276)
C (-28.1597, 9.8719, -6.6217)
C (-26.5521, 6.9098, -8.1620)
C (-27.0671, 5.6303, -8.7422)
H (-26.8833, 9.3703, -10.1353)
H (-28.4494, 9.1472, -11.0118)
H (-27.1802, 7.8478, -11.0815)
H (-29.1434, 8.8550, -8.8967)
H (-28.8949, 7.2463, -9.4449)
H (-26.3074, 8.8083, -6.6047)
H (-26.6398, 9.7826, -8.0835)
H (-27.7191, 10.7308, -6.0930)
H (-28.9286, 10.2484, -7.3095)
H (-28.6192, 9.1943, -5.9021)
H (-26.0257, 6.7967, -7.2321)
H (-25.7721, 7.3398, -8.8543)
H (-27.4724, 5.6907, -9.7705)
H (-27.8728, 5.3003, -8.1166)
H (-26.3203, 4.8429, -8.6936)
O (-33.0561, 11.8025, -4.9525)
C (-32.8980, 12.9818, -5.1257)
O (-33.7751, 13.9120, -4.8000)
C (-34.8670, 13.4770, -3.9626)
C (-35.9752, 14.5752, -3.9975)
C (-31.6212, 13.5989, -5.7175)
H (-34.4867, 13.1673, -2.9649)
H (-35.3092, 12.5631, -4.4147)
H (-35.5888, 15.5405, -3.6236)
H (-36.8563, 14.4185, -3.3817)
H (-36.3072, 14.7711, -5.0034)
H (-31.7484, 14.6629, -5.9207)
H (-31.2367, 13.0698, -6.5892)
H (-30.8577, 13.5012, -4.9569)
O (-24.9389, 11.3959, -0.5812)
C (-24.6066, 10.2574, -0.7002)
O (-24.7848, 9.5928, -1.8333)
C (-25.6582, 10.1012, -2.8710)
C (-26.0283, 8.9429, -3.7214)
C (-23.9404, 9.4576, 0.3713)
H (-25.0266, 10.7745, -3.4972)
H (-26.4453, 10.6535, -2.3762)
H (-25.2029, 8.5245, -4.2617)
H (-26.7796, 9.2525, -4.4051)
H (-26.4615, 8.1427, -3.1292)
H (-23.9321, 10.0296, 1.3030)
H (-22.9036, 9.1573, 0.1176)
H (-24.3872, 8.4355, 0.4663)
O (-28.8834, 0.7452, -10.6267)
C (-28.3678, 0.9959, -11.6807)
O (-27.8612, 2.1648, -12.0698)
C (-28.2658, 3.2639, -11.2561)
C (-29.4701, 3.9438, -11.7858)
C (-28.2437, -0.0516, -12.7067)
H (-27.4076, 3.9255, -11.2046)
H (-28.4878, 2.8779, -10.2421)
H (-30.3516, 3.2629, -11.7614)
H (-29.3656, 4.3491, -12.8070)
H (-29.5701, 4.7975, -11.0949)
H (-29.0457, -0.0067, -13.4201)
H (-28.4396, -0.9701, -12.2006)
H (-27.2502, -0.1296, -13.1927)
O (-31.6132, 8.2834, -4.6024)
C (-31.4904, 7.7091, -5.6378)
O (-32.1764, 7.9988, -6.7790)
C (-33.1595, 9.0652, -6.6255)
C (-34.4107, 8.5232, -6.0052)
C (-30.4698, 6.6076, -5.8458)
H (-33.2955, 9.3544, -7.6972)
H (-32.7903, 9.9740, -6.1240)
H (-35.1181, 9.3094, -6.1360)
H (-34.2154, 8.3569, -4.9241)
H (-34.6848, 7.5616, -6.4883)
H (-29.8954, 6.3437, -4.9705)
H (-29.6324, 6.9043, -6.5181)
H (-30.9358, 5.7335, -6.2777)
O (-29.7318, 13.4080, -0.6743)
C (-28.6621, 13.0314, -1.0972)
O (-28.5651, 12.1015, -2.0568)
C (-29.8032, 11.5567, -2.4697)
C (-29.6311, 10.6843, -3.6839)
C (-27.3437, 13.6355, -0.7229)
H (-30.4514, 12.4160, -2.6729)
H (-30.3035, 11.0423, -1.6953)
H (-28.9749, 9.7976, -3.5040)
H (-29.2339, 11.2973, -4.4643)
H (-30.5636, 10.2041, -3.9511)
H (-26.5046, 12.8875, -0.8040)
H (-27.4101, 14.1553, 0.2272)
H (-27.0114, 14.3508, -1.4653)
O (-35.0252, 9.4200, -9.4923)
C (-36.0145, 9.2575, -8.8068)
O (-36.5057, 10.2678, -8.0412)
C (-35.7616, 11.5448, -8.0932)
C (-36.4929, 12.5135, -7.1732)
C (-36.9029, 7.9894, -8.7866)
H (-35.6866, 11.8657, -9.1247)
H (-34.6984, 11.3158, -7.8167)
H (-36.4945, 12.1402, -6.1685)
H (-37.4848, 12.6377, -7.5774)
H (-35.9757, 13.4615, -7.1898)
H (-37.6873, 8.2390, -9.5116)
H (-37.2866, 7.7238, -7.7939)
H (-36.3431, 7.1315, -9.1445)
Cl (-33.7845, 5.6594, -8.6960)
C (-32.3181, 6.0556, -9.6359)
C (-32.4473, 7.5604, -9.9413)
Cl (-31.3934, 8.0413, -11.2730)
H (-32.2890, 5.4231, -10.5459)
H (-31.5009, 5.9336, -8.9176)
H (-32.1772, 8.1445, -9.0936)
H (-33.4890, 7.8531, -10.1596)
Cl (-26.0868, 0.7043, -8.7634)
C (-27.3254, 1.5843, -7.8413)
C (-27.1902, 1.3445, -6.3480)
Cl (-28.4728, 2.2711, -5.5276)
H (-28.3081, 1.2158, -8.1711)
H (-27.1901, 2.6723, -8.1251)
H (-26.2082, 1.6637, -6.0012)
H (-27.3987, 0.3002, -6.1132)
Cl (-32.9016, 9.7710, 0.3391)
C (-32.5574, 9.1458, -1.3060)
C (-33.0281, 10.1279, -2.3726)
Cl (-34.8053, 10.1633, -2.4490)
H (-33.0504, 8.1659, -1.4227)
H (-31.4527, 9.0400, -1.3678)
H (-32.7414, 9.7504, -3.3617)
H (-32.6327, 11.1243, -2.1570)
Cl (-30.5583, 3.4351, -8.6005)
C (-31.4674, 1.8711, -8.8357)
C (-32.9203, 2.0269, -9.1530)
Cl (-33.2559, 2.6679, -10.7600)
H (-31.3488, 1.3150, -7.9112)
H (-31.0426, 1.3468, -9.6747)
H (-33.4031, 2.6903, -8.3920)
H (-33.4144, 1.0687, -9.0686)
Cl (-33.1738, 13.6254, -9.5208)
C (-32.2017, 12.7535, -10.7167)
C (-32.1565, 11.2541, -10.4586)
Cl (-31.2164, 10.9598, -8.9997)
H (-31.2255, 13.2424, -10.8266)
H (-32.7105, 12.9023, -11.6892)
H (-31.6351, 10.6735, -11.2587)
H (-33.1173, 10.7940, -10.3676)

Löwdin population analysis, charges in e, atoms 1 to 99: C -0.088; C -0.251; N -0.187; C -0.262; C -0.086; C -0.229; C -0.075; H 0.071; H 0.064; H 0.059; H 0.126; H 0.086; H 0.105; H 0.112; H 0.055; H 0.060; H 0.060; H 0.118; H 0.094; H 0.053; H 0.061; H 0.068; C -0.063; C -0.251; N -0.171; C -0.286; C -0.106; C -0.284; C -0.087; H 0.057; H 0.062; H 0.056; H 0.105; H 0.111; H 0.107; H 0.098; H 0.014; H 0.094; H 0.041; H 0.096; H 0.088; H 0.046; H 0.077; H 0.081; C -0.072; C -0.278; N -0.211; C -0.231; C -0.070; C -0.207; C -0.049; H 0.081; H 0.071; H 0.057; H 0.084; H 0.122; H 0.091; H 0.120; H 0.060; H 0.040; H 0.072; H 0.104; H 0.099; H 0.068; H 0.059; H 0.063; C -0.073; C -0.266; N -0.204; C -0.297; C -0.089; C -0.241; C -0.069; H 0.073; H 0.059; H 0.052; H 0.090; H 0.097; H 0.122; H 0.127; H 0.066; H 0.085; H 0.047; H 0.110; H 0.109; H 0.038; H 0.067; H 0.083; C -0.093; C -0.293; N -0.180; C -0.241; C -0.064; C -0.265; C -0.101; H 0.072; H 0.073; H 0.078; H 0.111